Below is a molecular structure, C24H50BCaCl5F5N9NaO12S2, with properties calculated with the ωB97M-V functional and the def2-TZVPD basis.

Atoms and positions in Å:
C  0.44655  -4.49280  2.09672
C  1.95319  -4.45523  2.07267
F  2.40925  -3.77476  3.20375
C  2.56884  -3.86487  0.81793
C  2.41254  -2.40177  0.68368
N  1.78199  -1.60746  1.54270
C  1.83341  -0.30030  1.12309
C  1.18297  0.80045  1.87032
C  -0.36378  0.87813  1.68403
N  -0.85095  -0.28722  0.89953
N  -0.71713  2.15252  1.13120
N  -0.97038  0.82597  3.01515
C  2.56320  -0.28316  -0.03306
C  2.96707  0.83520  -0.90299
B  1.70973  1.49999  -1.63938
O  1.14247  2.60137  -1.15556
O  1.23649  0.88608  -2.77817
N  2.88439  -1.61740  -0.27884
C  3.60548  -2.11237  -1.44001
C  2.67576  -2.37817  -2.65100
N  2.76359  -3.79767  -2.99230
N  1.29436  -1.99386  -2.31621
N  3.07958  -1.60035  -3.80721
H  0.07339  -5.08054  1.26726
H  0.09336  -4.96820  3.00559
H  -0.00178  -3.50380  2.05249
H  2.29596  -5.47998  2.16100
H  2.12351  -4.41167  -0.00867
H  3.62310  -4.12413  0.83508
H  1.31907  -1.86213  2.39066
H  1.59197  1.73752  1.51466
H  1.36961  0.70120  2.93661
H  -1.74279  -0.61020  1.23875
H  -0.91533  -0.08812  -0.09017
H  -1.70800  2.32466  1.24282
H  -0.51062  2.20323  0.14201
H  -0.58047  0.02963  3.50906
H  -1.97754  0.70828  2.95875
H  3.51885  1.57252  -0.32947
H  3.61292  0.46393  -1.68507
H  0.34019  2.76755  -1.73930
H  1.83755  1.13617  -3.49597
H  4.39486  -1.42660  -1.70076
H  4.09429  -3.03112  -1.14425
H  2.29781  -4.34488  -2.27917
H  2.20774  -3.94137  -3.82738
H  0.68822  -2.79528  -2.24316
H  0.95761  -1.36824  -3.03331
H  3.83587  -0.96064  -3.62671
H  3.31288  -2.20065  -4.58231
O  -0.67527  -3.70745  -0.74184
H  -0.27398  -2.93427  -0.32010
H  -1.38368  -3.97131  -0.14705
C  -3.19028  -3.28631  6.75806
F  -3.71546  -2.35337  7.62888
F  -1.81936  -3.20203  6.89855
F  -3.55646  -4.45680  7.19680
S  -3.76024  -2.98687  5.01209
O  -3.25165  -1.61949  4.70256
O  -5.17637  -3.05234  5.12348
O  -3.08988  -4.00726  4.28397
F  0.14090  3.60720  -3.11604
Na  -5.59162  -2.62702  8.73538
Ca  -1.43080  -1.17187  5.67229
O  4.48877  4.11302  -4.69128
Cl  3.54166  3.76211  -3.67590
O  2.32431  4.52311  -3.85510
O  4.09952  4.02754  -2.37157
O  3.25527  2.32704  -3.74033
C  -2.56486  0.85721  -3.21045
C  -1.87422  0.50917  -4.51511
O  -1.45848  -0.85243  -4.59941
C  -2.48917  -1.81315  -4.53397
C  -3.50624  -1.70804  -5.65877
H  -1.93970  0.55343  -2.36608
H  -2.73329  1.93221  -3.15871
H  -3.53288  0.35744  -3.10916
H  -0.96405  1.10270  -4.59434
H  -2.50628  0.77082  -5.37001
H  -2.99202  -1.77497  -3.55834
H  -1.98721  -2.78120  -4.58935
H  -4.09822  -0.79510  -5.58522
H  -4.19494  -2.55347  -5.62562
H  -3.00351  -1.70055  -6.62628
C  1.68035  2.77783  6.21226
Cl  2.17017  3.42940  4.67064
Cl  0.84199  3.96972  7.18824
Cl  0.43863  1.48458  5.94703
Cl  3.05300  2.11037  7.07721
N  2.27036  3.23358  -6.60753
C  1.62891  2.09434  -6.41643
C  0.64308  1.60379  -7.25056
C  0.28823  2.34422  -8.36542
C  0.95402  3.54275  -8.58902
C  1.93535  3.93852  -7.68283
H  1.92947  1.53899  -5.53806
H  0.18064  0.65400  -7.01061
H  -0.48256  2.00023  -9.04422
H  0.71860  4.16185  -9.44454
H  2.47530  4.86972  -7.82087
C  -4.91091  4.17510  8.53822
S  -3.45523  3.56311  7.68988
O  -3.17089  2.19580  8.22712
C  -2.28619  4.69038  8.45889
H  -5.75983  3.57230  8.22391
H  -4.77034  4.08518  9.61498
H  -5.07802  5.21454  8.25853
H  -2.31309  4.57948  9.54272
H  -2.52378  5.71456  8.17349
H  -1.30837  4.40851  8.07982

Summary:
LUMO (eV): -5.9670
Charge: +1
Molecular weight (g mol⁻¹): 1066.984
Orbital gap (Eh): 0.0477